[1]
A molecular structure, C16H14N2OS2SbSe4Zr. Source: the Open Molecules 2025 dataset; level of theory: wB97M-V/def2-TZVPD.

The gap between HOMO and LUMO comes out at 5.51 eV. Its total charge is -1. The calculation puts the energy relative to the best compared isomer or geometry (same formula, charge and spin) at 0.00 kJ/mol. For the total energy, the calculation gives -312725.8252 eV. The calculation puts the strongest force on any atom at 0.0257 Eh/bohr. The calculation puts the LUMO energy at 1.03 eV.

Structure (XYZ):
```
41
C16H14N2OS2SbSe4Zr, DFT wB97M-V/def2-TZVPD
Zr 0.76344 1.05562 0.25965
C -0.92154 -2.41966 -2.00544
C 0.03129 -1.44607 -1.39091
N -0.31830 -0.19648 -1.21563
N -1.55284 0.17462 -1.75893
C -1.96873 1.34688 -1.46758
S -1.23312 2.56390 -0.44170
S -3.50662 1.89414 -2.10111
C -3.96088 0.58850 -3.27235
C -3.24119 0.63061 -4.59267
C -2.46793 -0.43716 -5.02570
C -1.82620 -0.39548 -6.25634
C -1.95172 0.71896 -7.06950
C -2.72558 1.79258 -6.64641
C -3.36350 1.74642 -5.41887
C 1.33539 -1.96594 -0.96584
C 1.48983 -3.36290 -0.88521
C 2.68022 -3.94683 -0.52116
C 3.77448 -3.13674 -0.22245
C 3.66111 -1.76619 -0.28328
C 2.45333 -1.16311 -0.63644
O 2.40009 0.17228 -0.64478
H -1.74241 -1.91425 -2.49297
H -0.41097 -3.08369 -2.69895
H -1.32205 -3.02251 -1.18304
H -3.84377 -0.37190 -2.77410
H -5.02614 0.77202 -3.42579
H -2.36461 -1.30953 -4.39480
H -1.22389 -1.23696 -6.57488
H -1.44970 0.75344 -8.02792
H -2.82987 2.66780 -7.27482
H -3.95519 2.59131 -5.08596
H 0.63390 -3.99818 -1.04902
H 2.74864 -5.01966 -0.41567
H 4.70736 -3.58394 0.09678
H 4.48725 -1.11678 -0.02609
Se 2.17313 -3.67916 3.15258
Sb -0.12092 -3.06080 3.30883
Se 0.28287 0.11487 2.36567
Se -1.04645 -2.45660 5.40980
Se -1.63226 -3.50843 1.50731
```

Here are the Löwdin charges for atoms 1 to 6, given in e:
1 Zr 0.96
2 C -0.04
3 C -0.23
4 N -0.11
5 N -0.05
6 C -1.11

[2]
A molecular structure, C16H14N4O3PdS. Source: the Open Molecules 2025 dataset; level of theory: wB97M-V/def2-TZVPD.

The gap between HOMO and LUMO (spin up / spin down) comes out at 7.48 / 6.34 eV. Its total charge is +2. The calculation puts the energy relative to the best compared isomer or geometry (same formula, charge and spin) at 31.64 kJ/mol. For the total energy, the calculation gives -43221.2580 eV. The calculation puts the strongest force on any atom at 0.0653 Eh/bohr. The calculation puts the LUMO energy (spin up / spin down) at -6.68 / -7.82 eV. Its spin multiplicity is 3.

Structure (XYZ):
```
39
C16H14N4O3PdS, DFT wB97M-V/def2-TZVPD
Pd -0.15521 0.69019 0.19820
O -0.97551 1.50839 -1.41800
C -0.81091 1.30539 -2.64030
O 0.88719 -0.44841 -1.05050
C 0.78729 -0.50681 -2.27540
O 1.47999 -1.37061 -2.97220
N -0.00321 0.28409 -3.09730
C 1.11319 -1.31001 -4.38500
C 0.26419 -0.04541 -4.51250
H 0.56729 -2.22031 -4.60940
H 2.03289 -1.27791 -4.95580
H -0.65951 -0.23561 -5.04800
H 0.80339 0.76879 -4.98900
C -1.46311 2.13479 -3.63950
C -1.57581 3.45609 -3.48580
H -1.84361 1.66469 -4.53290
H -1.19051 3.96389 -2.61400
H -2.05201 4.06239 -4.24210
N 0.02649 -1.65621 3.53910
C 0.83949 -0.68011 4.01080
C 1.34119 -0.51841 5.30030
C 2.07289 0.65659 5.57070
C 2.28499 1.62499 4.55860
C 1.77099 1.43069 3.26160
C 1.05709 0.26129 3.03120
N 0.39109 -0.12461 1.94090
C -0.25991 -1.23981 2.28340
C -1.24051 -1.71741 1.31900
C -2.06571 -2.82961 1.35970
S -2.99761 -2.77571 -0.05340
C -2.32151 -1.34151 -0.63900
N -1.39501 -0.91091 0.23930
H -0.37211 -2.47081 4.05580
H 1.14539 -1.24651 6.07680
H 2.45799 0.83109 6.56720
H 2.83109 2.53099 4.78810
H 1.90199 2.17449 2.48600
H -2.10541 -3.57881 2.13880
H -2.56891 -0.84321 -1.56530
```

Here are the Löwdin charges for atoms 1 to 6, given in e:
1 Pd 1.21
2 O -0.07
3 C -0.34
4 O 0.01
5 C -0.43
6 O 0.13

[3]
A single C16H14N4O3S3 molecule. Source: the Open Molecules 2025 dataset; level of theory: wB97M-V/def2-TZVPD.

The gap between HOMO and LUMO comes out at 7.34 eV. The calculation puts the energy relative to the best compared isomer or geometry (same formula, charge and spin) at 6.53 kJ/mol. For the total energy, the calculation gives -61427.6848 eV. The calculation puts the strongest force on any atom at 0.0321 Eh/bohr. The calculation puts the LUMO energy at -0.82 eV. The SMILES is COc1ccc(/C=C2\SC(=S)N(CC(=O)Nc3nnc(C)s3)C2=O)cc1.

Structure (XYZ):
```
40
C16H14N4O3S3, DFT wB97M-V/def2-TZVPD
C 6.54004 0.11604 -0.30338
O 5.54690 -0.67675 0.30603
C 4.26362 -0.54406 -0.09290
C 3.81320 0.34506 -1.06937
C 2.47476 0.38792 -1.39447
C 1.53762 -0.44747 -0.77203
C 0.16379 -0.34015 -1.16429
C -0.92773 -1.02087 -0.74683
S -1.07373 -2.30934 0.42797
C -2.82450 -2.28331 0.33413
S -3.80709 -3.24431 1.20281
N -3.23655 -1.35017 -0.57130
C -4.63436 -1.00563 -0.69590
C -4.89741 0.43789 -1.09385
O -5.69749 0.72883 -1.94283
N -4.26354 1.44422 -0.38732
C -3.27196 1.35066 0.54230
N -3.13603 0.40814 1.40913
N -2.04564 0.51563 2.15465
C -1.31838 1.53817 1.90527
C -0.04744 1.85469 2.58616
S -1.97518 2.54943 0.61501
C -2.25620 -0.64641 -1.23853
O -2.49306 0.19456 -2.08092
C 2.00426 -1.33346 0.21127
C 3.33488 -1.37759 0.54388
H 7.47738 -0.17465 0.16754
H 6.36391 1.18210 -0.13058
H 6.60093 -0.07522 -1.37892
H 4.49930 1.00318 -1.57872
H 2.13957 1.08076 -2.15261
H -0.05604 0.41641 -1.91171
H -5.10479 -1.19618 0.27655
H -5.11584 -1.63672 -1.45101
H -4.40369 2.35828 -0.80333
H 0.78050 1.79477 1.87967
H -0.07542 2.86295 2.99572
H 0.11158 1.13759 3.38662
H 1.31314 -1.98786 0.71732
H 3.69671 -2.05715 1.29875
```

Here are the Löwdin charges for atoms 1 to 6, given in e:
1 C -0.08
2 O -0.07
3 C -0.27
4 C -0.01
5 C -0.02
6 C -0.22

[4]
A single C16H14N6O molecule. Source: the Open Molecules 2025 dataset; level of theory: wB97M-V/def2-TZVPD.

The gap between HOMO and LUMO comes out at 5.99 eV. The calculation puts the energy relative to the best compared isomer or geometry (same formula, charge and spin) at 542.82 kJ/mol. For the total energy, the calculation gives -27801.2959 eV. The calculation puts the strongest force on any atom at 0.1299 Eh/bohr. The calculation puts the LUMO energy at -2.54 eV. The SMILES is N#C[C@H]1C(=O)N=c2cnccc2=C1N1CC[C@@H](n2cccn2)C1.

Structure (XYZ):
```
37
C16H14N6O, DFT wB97M-V/def2-TZVPD
N -1.05019 -3.66988 1.31935
C -1.17933 -2.65389 1.81490
C -1.38177 -1.36795 2.46094
C -1.34124 -1.66212 3.92239
O -2.36405 -1.89650 4.60955
N -0.27916 -1.26888 4.75879
C 0.60228 -0.44416 4.22792
C 1.65248 -0.06524 5.02395
N 2.68120 0.75636 4.71113
C 2.65225 1.23762 3.43905
C 1.53875 0.98366 2.57378
C 0.53309 0.07186 2.99044
C -0.42017 -0.35433 2.06712
N -0.71731 0.33349 0.90167
C -1.31459 1.69769 0.81581
C -1.79573 1.90217 -0.63663
C -1.29521 0.72071 -1.34290
N -0.31480 1.34595 -2.24484
C 1.00026 1.45420 -2.00290
C 1.53637 1.80104 -3.20121
C 0.49191 1.98157 -4.13625
N -0.60292 1.79679 -3.56689
C -0.80577 -0.32581 -0.40578
H -2.41162 -1.10343 2.13923
H 1.69579 -0.63364 5.99812
H 3.31972 1.94487 3.04171
H 1.46162 1.60112 1.62925
H -2.12540 1.84434 1.60837
H -0.46484 2.39488 1.07833
H -2.89888 1.99802 -0.65376
H -1.40017 2.79620 -1.12655
H -2.05717 0.34293 -1.90785
H 1.48361 1.10549 -1.09609
H 2.56232 1.74989 -3.42055
H 0.52104 2.24870 -5.12879
H 0.14015 -0.95431 -0.58876
H -1.52521 -1.07902 -0.37170
```

Here are the Löwdin charges for atoms 1 to 6, given in e:
1 N 0.20
2 C -0.18
3 C -0.15
4 C -0.37
5 O 0.09
6 N 0.20

[5]
A molecular structure, C16H14NOPtS6. Source: the Open Molecules 2025 dataset; level of theory: wB97M-V/def2-TZVPD.

The gap between HOMO and LUMO comes out at 5.63 eV. Its total charge is -1. The calculation puts the energy relative to the best compared isomer or geometry (same formula, charge and spin) at 72.82 kJ/mol. For the total energy, the calculation gives -88617.5869 eV. The calculation puts the strongest force on any atom at 0.0303 Eh/bohr. The calculation puts the LUMO energy at 2.55 eV.

Structure (XYZ):
```
39
C16H14NOPtS6, DFT wB97M-V/def2-TZVPD
Pt 0.69075 -0.90422 0.50223
S 0.62746 -0.69846 2.88347
S -0.81154 -1.89296 3.73834
S -1.46835 -3.30766 2.17381
S -0.84630 -2.59450 0.32978
S 2.28747 -0.09505 -3.56127
C 0.67391 -0.64314 -3.78572
C 0.06820 -0.98518 -2.61828
C 0.90739 -0.79858 -1.47674
C 2.13872 -0.33215 -1.85430
C 3.16837 -0.15862 -0.86756
C 4.54108 -0.14672 -1.12238
C 5.42507 -0.11155 -0.06681
C 4.92812 -0.08146 1.23181
C 3.56216 -0.10072 1.41882
N 2.69103 -0.12581 0.40409
H 0.27322 -0.68124 -4.78780
H -0.93997 -1.37559 -2.56462
H 4.88140 -0.20355 -2.14790
H 6.49247 -0.13813 -0.24792
H 5.59011 -0.04386 2.08512
H 3.12795 -0.09655 2.41034
C -1.78380 3.25445 0.84183
S -0.79484 1.76616 0.44849
O -0.43131 1.97409 -0.99150
C -2.25370 0.71728 0.46194
C -2.77834 0.26821 1.66145
C -3.89238 -0.55658 1.63871
C -4.50192 -0.86857 0.43066
C -3.99607 -0.36276 -0.76027
C -2.85336 0.42375 -0.74902
H -2.70918 3.21734 0.27128
H -1.18170 4.10957 0.53182
H -1.98592 3.29116 1.91358
H -2.30928 0.53628 2.60104
H -4.27412 -0.96861 2.56355
H -5.36995 -1.51662 0.41403
H -4.49192 -0.57916 -1.69887
H -2.40093 0.80974 -1.65522
```

Here are the Löwdin charges for atoms 1 to 6, given in e:
1 Pt 0.54
2 S -0.15
3 S -0.15
4 S -0.13
5 S -0.07
6 S 0.98

[6]
A molecular structure, C16H14O4. Source: the Open Molecules 2025 dataset; level of theory: wB97M-V/def2-TZVPD.

The gap between HOMO and LUMO comes out at 8.29 eV. The calculation puts the energy relative to the best compared isomer or geometry (same formula, charge and spin) at 810.85 kJ/mol. For the total energy, the calculation gives -24999.2982 eV. The calculation puts the strongest force on any atom at 0.2563 Eh/bohr. The calculation puts the LUMO energy at 0.19 eV.

Structure (XYZ):
```
34
C16H14O4, DFT wB97M-V/def2-TZVPD
C -6.66902 -0.68924 0.84269
H -6.54934 0.02184 1.57854
O -5.75952 -0.17004 -0.34424
C -4.53111 -0.13040 -0.14437
C -3.89281 -0.52146 0.92658
C -2.60625 -0.24608 1.20656
C -1.90555 0.17642 0.23174
C -2.52136 0.57352 -1.25272
C -3.90753 0.37003 -1.31808
H -4.34497 0.47122 -2.15687
H -2.01122 1.08330 -1.98017
C -0.48678 0.58614 0.08370
C 0.37285 1.15654 -0.65805
C 1.81050 1.63722 -0.31717
O 2.24104 2.67701 -0.47997
C 2.57916 0.34206 -0.02449
C 2.26727 -1.07064 -0.45932
C 3.01142 -2.06009 -0.22976
C 4.40844 -1.72436 0.20581
C 4.71217 -0.52508 0.73105
C 3.89698 0.54655 0.29780
O 4.31695 1.84928 0.86102
H 3.78173 2.54772 0.45366
H 5.65639 -0.37310 1.21713
H 4.94257 -2.51766 0.19120
O 2.67455 -3.20946 -0.70574
H 3.27561 -4.08454 -0.52382
H 1.31052 -0.89904 -1.01271
H -0.19926 1.99010 -1.12361
H 0.13452 -0.12468 1.03848
H -2.03436 -0.24750 2.03894
H -4.48340 -0.70994 1.82720
H -7.70108 -0.71847 0.38286
H -6.43120 -1.79968 1.10367
```

Here are the Löwdin charges for atoms 1 to 6, given in e:
1 C 0.05
2 H 0.05
3 O -0.02
4 C -0.43
5 C -0.05
6 C -0.09